ORCA calculation (ωB97M-V with the def2-TZVPD basis set) on a structure of composition C15H26GdN16O2S at a distorted geometry.

Atoms and positions in Å:
Gd (-1.372, -0.785, 0.196)
C (-2.471, -3.787, 2.674)
C (-3.551, -3.641, 1.817)
C (-4.010, -2.376, 1.482)
C (-3.399, -1.243, 2.026)
C (-2.315, -1.393, 2.897)
C (-1.848, -2.666, 3.205)
H (-2.111, -4.775, 2.928)
H (-4.050, -4.515, 1.419)
H (-4.873, -2.261, 0.842)
H (-3.858, -0.270, 1.888)
H (-1.915, -0.530, 3.412)
H (-1.032, -2.786, 3.906)
N (1.267, -1.180, 0.666)
C (1.771, 0.198, 0.527)
C (3.018, 0.510, 1.386)
C (4.359, 0.402, 0.646)
C (4.950, 1.779, 0.304)
N (3.987, 2.780, -0.133)
C (3.311, 2.769, -1.277)
N (2.328, 3.651, -1.462)
N (3.641, 1.917, -2.244)
C (0.623, 1.157, 0.908)
O (0.713, 2.336, 0.592)
O (-0.360, 0.601, 1.530)
H (1.254, -1.417, 1.653)
H (1.889, -1.847, 0.220)
H (1.978, 0.372, -0.531)
H (3.002, -0.198, 2.217)
H (2.930, 1.508, 1.820)
H (4.234, -0.224, -0.242)
H (5.105, -0.084, 1.275)
H (5.758, 1.686, -0.425)
H (5.395, 2.190, 1.208)
H (3.631, 3.398, 0.576)
H (1.911, 4.055, -0.638)
H (1.675, 3.445, -2.209)
H (4.421, 1.294, -2.138)
H (3.018, 1.768, -3.024)
N (-2.353, 1.723, 0.054)
N (-3.703, 1.998, -0.189)
C (-4.432, 1.125, -0.915)
N (-5.623, 1.556, -1.345)
S (-3.917, -0.435, -1.264)
H (-2.050, 2.191, 0.899)
H (-1.764, 2.051, -0.718)
H (-3.991, 2.966, -0.173)
H (-5.972, 2.483, -1.168)
H (-6.197, 0.909, -1.855)
N (0.455, -2.051, -2.793)
C (0.275, -0.683, -2.753)
N (0.939, 0.196, -3.481)
N (0.438, 1.390, -3.107)
N (-0.455, 1.240, -2.199)
N (-0.597, -0.070, -1.930)
C (0.043, -2.779, -1.695)
N (0.782, -3.631, -0.991)
N (0.074, -3.866, 0.111)
N (-1.043, -3.207, 0.072)
N (-1.124, -2.537, -1.101)
H (1.211, -2.407, -3.355)

Values from the calculation:
Highest occupied orbital energy (alpha / beta) (eV): -11.0798 / -11.1030
Orbital gap (alpha / beta) (eV): 7.31 / 9.07
ΔE to the lowest compared entry with this formula, charge and spin (kcal per mole): 0.00
Multiplicity: 8
Lowest unoccupied orbital energy (alpha / beta) (eV): -3.8 / -2.0
Charge: +1

***

ORCA calculation (ωB97M-V with the def2-TZVPD basis set) on a structure of composition C12H48HfNO17S at a distorted geometry.

Atoms and positions in Å:
Hf (3.017, 1.247, -2.312)
C (-1.387, 2.005, -3.153)
C (-0.288, 2.987, -2.991)
O (1.010, 2.427, -3.155)
H (-1.128, 1.152, -2.527)
H (-1.480, 1.583, -4.154)
H (-2.372, 2.296, -2.786)
H (-0.496, 3.481, -2.042)
H (-0.349, 3.780, -3.737)
S (2.027, 0.014, 0.255)
O (1.382, 0.664, -0.890)
O (1.743, 0.658, 1.518)
O (1.877, -1.441, 0.163)
O (3.350, 0.434, -0.230)
C (-3.183, -4.494, 1.449)
O (-2.676, -4.232, 0.129)
C (-1.564, -3.468, 0.045)
C (-1.799, -1.933, 0.322)
N (-2.717, -1.406, -0.698)
C (-2.944, 0.011, -0.504)
C (-4.257, 0.489, -1.208)
O (-5.399, -0.098, -0.562)
C (-6.613, 0.016, -1.251)
H (-2.490, -5.033, 2.094)
H (-4.063, -5.135, 1.405)
H (-3.514, -3.595, 1.970)
H (-1.018, -3.611, -0.887)
H (-0.797, -3.904, 0.685)
H (-0.851, -1.452, 0.082)
H (-2.219, -1.811, 1.320)
H (-3.571, -1.913, -0.515)
H (-2.003, 0.468, -0.812)
H (-2.827, 0.174, 0.567)
H (-4.168, 0.435, -2.293)
H (-4.293, 1.564, -1.036)
H (-6.702, 1.054, -1.570)
H (-7.406, -0.393, -0.624)
H (-6.598, -0.567, -2.172)
O (5.265, 1.566, -1.618)
H (5.985, 0.979, -1.848)
H (5.634, 2.150, -0.955)
O (1.702, -0.458, -3.309)
H (0.799, -0.592, -3.021)
H (1.771, -0.959, -4.122)
O (3.443, 2.564, 2.136)
H (3.793, 2.551, 3.027)
H (2.909, 1.772, 2.077)
O (4.720, -2.026, 0.318)
H (3.866, -1.626, 0.487)
H (5.288, -1.678, 1.006)
O (4.196, -0.974, -2.251)
H (4.262, -1.445, -1.420)
H (4.730, -1.485, -2.859)
O (1.895, -3.851, 1.213)
H (2.476, -4.413, 0.701)
H (1.813, -3.053, 0.692)
O (2.948, 2.878, -0.620)
H (3.065, 3.827, -0.660)
H (2.985, 2.671, 0.314)
O (1.660, -3.046, -1.838)
H (1.024, -2.571, -2.372)
H (1.608, -2.632, -0.977)
C (-0.132, -1.582, 3.639)
C (0.051, -0.136, 4.169)
O (1.427, 0.238, 3.991)
H (0.482, -2.290, 4.196)
H (0.164, -1.643, 2.592)
H (-1.143, -1.987, 3.676)
H (-0.208, 0.084, 5.204)
H (-0.678, 0.470, 3.631)
H (1.549, 0.393, 3.052)
C (-0.403, 4.771, 1.198)
C (-0.414, 3.183, 1.184)
O (0.124, 2.710, 2.437)
H (0.563, 5.222, 1.428)
H (-1.216, 5.075, 1.857)
H (-0.665, 5.174, 0.220)
H (0.121, 2.878, 0.285)
H (-1.432, 2.844, 0.995)
H (0.740, 1.998, 2.250)

Values from the calculation:
Highest occupied orbital energy (alpha / beta) (eV): -7.0964 / -8.3312
Orbital gap (alpha / beta) (eV): 5.90 / 7.13
Multiplicity: 2
Lowest unoccupied orbital energy (alpha / beta) (eV): -1.2 / -1.2

***

ORCA calculation (ωB97M-V with the def2-TZVPD basis set) on a structure of composition C19H19BrN3O2STc at a distorted geometry.

Atoms and positions in Å:
Tc (0.405, -0.024, 0.571)
C (-2.847, 0.767, -0.932)
C (-1.926, 1.064, 0.208)
C (-1.822, 0.189, 1.304)
C (-1.055, 0.485, 2.446)
C (-1.145, -0.333, 3.688)
C (-0.174, 1.585, 2.340)
C (-0.218, 2.471, 1.238)
C (0.673, 3.660, 1.160)
C (-1.139, 2.217, 0.218)
H (-3.723, 1.414, -0.841)
H (-3.204, -0.261, -0.926)
H (-2.388, 1.001, -1.893)
H (-2.445, -0.699, 1.327)
H (-1.794, 0.207, 4.386)
H (-0.178, -0.451, 4.178)
H (-1.607, -1.303, 3.518)
H (0.498, 1.797, 3.164)
H (0.062, 4.560, 1.256)
H (1.156, 3.725, 0.186)
H (1.419, 3.671, 1.950)
H (-1.192, 2.899, -0.620)
Br (-0.085, -2.984, 1.565)
C (0.025, -2.844, -0.292)
C (-0.126, -3.893, -1.179)
C (0.001, -3.603, -2.543)
C (0.301, -2.306, -2.972)
C (0.443, -1.324, -2.016)
N (0.273, -1.601, -0.696)
C (0.865, 0.096, -2.243)
O (1.204, 0.568, -3.283)
O (0.858, 0.831, -1.071)
H (-0.333, -4.894, -0.825)
H (-0.115, -4.400, -3.266)
H (0.434, -2.062, -4.018)
S (2.568, -0.053, 1.368)
C (3.785, -0.066, 0.082)
N (5.028, 0.330, 0.465)
C (6.059, 0.370, -0.400)
C (5.829, 0.012, -1.710)
C (4.531, -0.386, -2.035)
N (3.536, -0.437, -1.147)
H (5.189, 0.602, 1.432)
H (7.020, 0.689, -0.012)
H (6.624, 0.038, -2.441)
H (4.276, -0.681, -3.050)

Values from the calculation:
Highest occupied orbital energy (alpha / beta) (eV): -18.8413 / -18.8845
Orbital gap (alpha / beta) (eV): 6.77 / 6.72
ΔE to the lowest compared entry with this formula, charge and spin (kcal per mole): 0.00
Multiplicity: 2
Lowest unoccupied orbital energy (alpha / beta) (eV): -12.1 / -12.2
Charge: +3

***

ORCA calculation (ωB97M-V with the def2-TZVPD basis set) on a structure of composition C28H30As2HfN2O5S2.

Atoms and positions in Å:
Hf (0.238, 0.555, 0.250)
C (0.017, -0.927, 4.684)
C (0.533, -0.370, 3.391)
N (-0.237, -0.322, 2.348)
N (-1.501, -0.894, 2.531)
C (-2.415, -0.391, 1.782)
S (-2.302, 0.972, 0.694)
S (-3.980, -1.234, 1.928)
C (-4.926, 0.151, 2.647)
C (-4.413, 0.529, 4.005)
C (-3.557, 1.617, 4.144)
C (-3.029, 1.945, 5.386)
C (-3.354, 1.187, 6.500)
C (-4.214, 0.103, 6.370)
C (-4.738, -0.223, 5.130)
C (1.910, 0.119, 3.304)
C (2.888, -0.397, 4.169)
C (4.199, 0.019, 4.096)
C (4.559, 0.994, 3.166)
C (3.622, 1.538, 2.315)
C (2.294, 1.101, 2.359)
O (1.409, 1.621, 1.520)
H (-0.974, -0.524, 4.888)
H (0.681, -0.694, 5.509)
H (-0.105, -2.010, 4.605)
H (-5.957, -0.201, 2.677)
H (-4.880, 0.996, 1.961)
H (-3.300, 2.207, 3.272)
H (-2.366, 2.795, 5.479)
H (-2.946, 1.442, 7.470)
H (-4.477, -0.487, 7.238)
H (-5.398, -1.077, 5.029)
H (2.620, -1.157, 4.891)
H (4.941, -0.408, 4.755)
H (5.587, 1.326, 3.106)
H (3.886, 2.292, 1.586)
C (-1.376, -3.571, 0.511)
As (0.027, -2.355, -0.083)
C (1.605, -3.076, 0.794)
C (0.311, -2.864, -1.934)
C (0.819, -4.119, -2.254)
C (1.048, -4.468, -3.576)
C (0.765, -3.562, -4.587)
C (0.242, -2.317, -4.274)
C (0.006, -1.956, -2.950)
As (-0.796, -0.238, -2.490)
C (-0.139, 0.900, -3.923)
C (-2.641, -0.608, -3.013)
H (-1.050, -4.600, 0.362)
H (-2.283, -3.394, -0.064)
H (-1.581, -3.388, 1.564)
H (1.722, -4.137, 0.583)
H (1.497, -2.935, 1.870)
H (2.472, -2.522, 0.439)
H (1.053, -4.835, -1.475)
H (1.452, -5.443, -3.816)
H (0.952, -3.826, -5.620)
H (0.024, -1.623, -5.077)
H (-0.599, 0.639, -4.876)
H (0.942, 0.785, -3.997)
H (-0.364, 1.934, -3.673)
H (-2.668, -1.016, -4.023)
H (-3.233, 0.304, -2.965)
H (-3.064, -1.330, -2.315)
O (3.757, 0.903, -1.640)
C (2.618, 0.971, -1.287)
O (1.917, -0.042, -0.769)
C (1.774, 2.311, -1.400)
O (2.280, 3.314, -1.812)
O (0.522, 2.162, -1.011)

Values from the calculation:
Highest occupied orbital energy (eV): -8.5915
Orbital gap (eV): 8.06
ΔE to the lowest compared entry with this formula, charge and spin (kcal per mole): 0.00
Multiplicity: 1
Lowest unoccupied orbital energy (eV): -0.5

***

ORCA calculation (ωB97M-V with the def2-TZVPD basis set) on the molecule C7H10 at a distorted geometry.

Atoms and positions in Å:
C (-1.882, -0.358, 0.042)
C (-1.398, 0.863, -0.703)
C (-0.429, -0.086, -0.091)
C (0.510, -0.987, -0.870)
C (1.387, -1.090, 0.346)
C (1.557, 1.053, 0.812)
C (0.512, 0.122, 1.080)
H (-2.271, -1.196, -0.529)
H (-2.352, -0.207, 1.010)
H (-1.475, 0.859, -1.789)
H (-1.534, 1.836, -0.242)
H (0.024, -1.914, -1.210)
H (1.004, -0.519, -1.728)
H (2.416, -1.454, 0.217)
H (1.580, 1.653, -0.093)
H (2.169, 1.435, 1.637)
H (0.183, -0.009, 2.110)

Values from the calculation:
Highest occupied orbital energy (eV): -7.5595
Orbital gap (eV): 8.26
ΔE to the lowest compared entry with this formula, charge and spin (kcal per mole): 114.78
Multiplicity: 1
Lowest unoccupied orbital energy (eV): 0.7

***

| no. | total energy (eV) |
| --- | --- |
| 1 | -75580.48491 |
| 2 | -61659.85391 |
| 3 | -111625.78728 |
| 4 | -187400.27181 |
| 5 | -7416.05762 |